# 1
2 unconnected molecules or ions with the total composition C3H9NOS2 at a distorted geometry, computed with ωB97M-V/def2-TZVPD.

```
16
Properties=species:S:1:pos:R:3:forces:R:3
C -1.813 1.367 -0.755 2.134 0.004 0.061
C 2.914 -1.125 -0.474 1.035 -0.213 -0.462
C -1.856 0.870 0.679 -1.605 -0.326 0.885
N 0.970 -0.152 1.169 1.128 0.043 0.471
O -1.773 -1.684 -0.502 -0.344 -0.533 -2.023
S 2.429 0.304 0.554 -1.372 -1.488 0.056
S -1.636 -1.049 0.798 -0.388 2.265 2.111
H -2.347 2.355 -0.765 0.206 -1.278 -0.778
H -0.739 1.551 -0.995 -0.626 0.206 -0.017
H -2.045 0.518 -1.450 -0.723 1.189 0.407
H 3.049 -2.091 0.057 0.173 0.832 0.282
H 3.915 -0.846 -0.981 -1.855 -0.546 0.451
H 2.054 -1.343 -1.137 0.785 0.530 -0.190
H -2.851 1.276 1.058 0.859 -1.424 0.019
H -1.120 1.226 1.424 -0.016 -0.091 -0.832
H 0.850 -1.176 1.320 0.608 0.831 -0.441
```
Forces are in eV/Å.

Calculated values
2S+1: 1
LUMO (spin up / spin down) (eV): -0.747 / -0.378
Total charge: 0

The net atomic charges from natural (NBO), expressed in e, are: number 1, C, carries -0.657; number 2, C, carries -0.807; number 3, C, carries -0.586; number 4, N, carries -0.864; number 5, O, carries -0.832; number 6, S, carries 0.598; number 7, S, carries 0.954; number 8, H, carries 0.225; number 9, H, carries 0.211; number 10, H, carries 0.247; number 11, H, carries 0.227; number 12, H, carries 0.239; number 13, H, carries 0.239; number 14, H, carries 0.213; number 15, H, carries 0.244; number 16, H, carries 0.350



# 2
2 unconnected molecules or ions with the total composition C4H13NO at a distorted geometry, computed with ωB97M-V/def2-TZVPD.

```
19
Properties=species:S:1:pos:R:3:forces:R:3
C -1.357 -1.190 -0.708 0.192 -1.933 -1.021
C -0.064 -0.313 -0.894 0.119 -2.008 -0.096
C 0.046 0.872 0.094 0.618 0.195 0.631
C 0.395 2.117 -0.718 0.564 1.509 0.307
N 1.071 0.562 1.200 -1.528 -0.024 0.044
H -2.193 -0.581 -0.480 -0.922 0.735 0.306
H -1.673 -1.753 -1.669 0.782 0.878 1.375
H -1.307 -2.001 0.116 0.108 1.590 -1.292
H 0.100 -0.008 -1.994 -0.443 -0.339 1.772
H 0.747 -1.058 -0.634 -0.288 1.200 -0.554
H -0.933 1.142 0.580 0.843 -0.794 -0.322
H 0.315 3.012 -0.019 0.627 -0.876 -0.943
H 1.398 2.077 -1.273 -1.261 0.019 1.053
H -0.370 2.311 -1.486 0.194 -0.287 0.180
H 0.828 0.781 2.190 -0.005 0.134 -1.575
H 1.984 0.925 0.988 0.142 0.200 -0.077
O 0.208 -2.630 1.693 0.700 1.533 -0.412
H 0.449 -2.453 0.706 -0.361 0.246 3.258
H 0.356 -1.812 2.308 -0.081 -1.980 -2.633
```
Forces are in eV/Å.

Calculated values
2S+1: 1
LUMO (eV): 0.946
Total charge: 0

The net atomic charges from natural (NBO), expressed in e, are: number 1, C, carries -0.631; number 2, C, carries -0.420; number 3, C, carries -0.058; number 4, C, carries -0.622; number 5, N, carries -0.888; number 6, H, carries 0.199; number 7, H, carries 0.208; number 8, H, carries 0.232; number 9, H, carries 0.211; number 10, H, carries 0.203; number 11, H, carries 0.195; number 12, H, carries 0.210; number 13, H, carries 0.208; number 14, H, carries 0.214; number 15, H, carries 0.372; number 16, H, carries 0.364; number 17, O, carries -0.974; number 18, H, carries 0.484; number 19, H, carries 0.493



# 3
3 unconnected molecules or ions with the total composition C35H62N7O11P4 at a distorted geometry, computed with ωB97M-V/def2-TZVPD.

```
119
Properties=species:S:1:pos:R:3:forces:R:3
C 4.719 1.451 5.641 -0.711 -1.276 -1.153
C 5.779 1.601 4.398 0.098 1.708 1.736
O 5.670 0.484 3.402 -1.805 3.105 -2.206
C 4.946 0.978 2.196 -2.188 1.072 -2.422
C 5.596 2.126 1.166 -2.866 -1.405 -2.002
P 7.341 2.911 1.466 -0.291 1.288 0.766
C 8.665 1.531 1.558 -0.143 -0.902 -0.999
O 7.726 3.979 0.100 -0.883 -3.712 0.222
C 4.783 2.706 -0.167 -2.229 -2.867 2.090
C 3.275 2.180 -0.537 1.718 -1.733 3.909
C 2.610 1.046 0.490 2.614 1.441 0.120
C 3.437 0.460 1.822 0.557 1.615 -2.041
C 2.555 -0.634 2.727 0.620 1.956 4.636
O 2.534 -0.407 4.037 -0.241 -1.842 -8.015
C 1.722 -1.757 1.880 -1.627 -1.558 -1.889
C 0.892 -1.143 0.560 -0.254 -1.959 0.379
C -0.064 -2.056 -0.426 2.096 -1.640 3.219
C -0.916 -1.412 -1.714 0.236 -1.514 0.735
C -2.486 -1.135 -1.284 -0.715 -0.223 -0.683
C -2.901 0.460 -1.245 -0.258 -0.944 0.431
C -3.169 0.865 0.317 -0.755 -0.176 -0.023
C -3.332 2.465 0.617 0.189 -0.237 1.596
N -2.672 3.387 -0.381 0.792 0.544 1.259
C -0.130 -3.665 -0.035 1.728 2.494 1.593
C 0.682 -4.328 1.271 0.196 3.086 -1.079
C 0.413 -5.931 1.478 -1.515 -6.848 0.606
O -0.828 -6.372 1.126 5.439 3.364 1.248
O 1.344 -6.947 1.968 -3.712 6.814 -2.506
C 1.662 -3.387 2.249 -2.908 1.541 -3.773
P 2.639 -4.142 3.690 3.424 -0.480 4.257
O 3.588 -3.175 4.492 -3.208 -2.573 -3.047
O 1.535 -4.846 4.890 2.671 0.717 -1.537
O 3.685 -5.502 3.221 -2.481 2.985 -0.927
C 1.055 0.487 0.219 -2.407 1.548 -0.238
O 0.040 1.255 -0.182 6.179 -4.450 1.996
H 3.648 1.716 5.226 2.131 -0.539 0.970
H 4.683 0.289 5.912 0.082 2.643 -0.338
H 4.959 2.118 6.571 -0.169 -1.256 -1.902
H 6.862 1.654 4.876 -2.049 -0.575 -1.386
H 5.590 2.659 3.909 0.450 -2.305 0.645
H 8.155 0.608 2.100 1.069 1.849 -1.263
H 9.599 1.877 2.189 -2.020 -0.500 -1.461
H 8.954 1.277 0.430 -0.319 0.138 2.566
H 7.682 3.374 -0.700 0.208 1.227 0.904
H 5.290 3.516 -0.853 -1.133 -1.812 1.630
H 2.633 2.550 -1.465 1.743 -0.714 2.232
H -0.370 -0.481 -2.172 -1.114 -1.747 1.184
H -0.937 -2.261 -2.539 0.227 1.723 1.769
H -3.162 -1.635 -2.120 1.481 0.925 1.708
H -2.782 -1.702 -0.276 0.864 1.362 -2.163
H -2.044 1.049 -1.781 -1.726 -0.898 1.211
H -3.906 0.577 -1.847 2.068 -0.036 1.142
H -2.352 0.364 0.998 -1.422 1.243 -1.451
H -4.201 0.358 0.638 2.246 0.972 -0.745
H -4.470 2.786 0.749 2.336 -0.819 -0.572
H -2.840 2.672 1.684 -1.121 -0.645 -2.044
H -2.307 4.196 0.207 -0.629 -1.291 -1.249
H -1.810 2.984 -0.809 -0.986 0.040 0.779
H -0.791 -4.367 -0.734 1.669 1.517 1.965
H 2.105 -5.109 5.694 -0.948 0.763 -2.008
H 3.675 -5.615 2.226 -0.474 -0.135 1.550
O 3.138 4.839 -2.933 -0.798 -3.253 -2.893
P 2.446 5.651 -4.055 0.534 6.265 4.542
N 3.770 6.680 -4.207 2.002 1.174 -0.968
C 4.064 7.953 -3.589 -0.187 0.046 0.279
C 4.914 6.176 -4.959 -0.358 -0.449 -0.020
N 1.239 6.242 -2.978 -1.081 -0.878 0.986
C 1.031 7.611 -2.542 -0.758 0.205 -1.007
C 0.877 5.363 -1.849 0.161 -0.351 -0.222
N 1.652 6.584 -5.346 -1.006 -2.212 -0.229
C 2.021 7.837 -5.977 0.967 -0.269 -0.734
C 0.257 6.239 -5.617 -0.189 -0.403 -0.098
H 4.172 8.730 -4.350 0.129 0.211 -0.111
H 4.996 7.920 -3.010 -0.020 -0.123 -0.084
H 3.305 8.305 -2.901 -0.151 -0.194 -0.026
H 4.677 6.141 -6.027 0.139 -0.069 -0.245
H 5.178 5.164 -4.636 0.024 0.006 -0.032
H 5.810 6.793 -4.844 -0.292 0.076 0.147
H 1.691 7.880 -1.717 0.191 0.029 0.134
H 0.001 7.744 -2.187 0.105 -0.168 0.016
H 1.139 8.334 -3.352 0.234 -0.083 0.010
H 1.605 5.437 -1.033 0.020 -0.114 -0.026
H 0.813 4.318 -2.172 0.169 0.261 0.148
H -0.109 5.614 -1.443 0.062 0.266 -0.262
H 1.861 8.697 -5.323 0.070 -0.062 0.185
H 1.433 8.019 -6.885 -0.141 -0.293 0.189
H 3.057 7.838 -6.325 -0.024 0.064 0.283
H -0.429 6.866 -5.032 0.079 -0.042 -0.045
H 0.064 5.194 -5.360 -0.057 0.212 0.082
H 0.000 6.351 -6.677 0.176 0.018 0.074
O -5.810 -4.404 0.007 3.211 -1.266 -2.712
P -5.599 -5.864 0.479 -5.036 1.126 5.504
N -7.207 -6.258 0.172 -2.303 -1.082 -1.040
C -8.371 -6.243 1.027 0.162 0.162 0.203
C -7.568 -6.515 -1.218 0.570 0.137 0.028
N -5.313 -5.370 2.103 1.046 1.182 0.679
C -6.134 -5.636 3.270 0.708 -1.095 0.110
C -4.708 -4.037 2.289 0.217 -0.078 -0.427
N -5.356 -7.542 1.020 2.044 0.694 -0.732
C -6.310 -8.605 1.274 -0.359 -0.309 -1.203
C -4.053 -7.840 1.612 0.602 0.143 -0.220
H -8.799 -7.246 1.105 -0.232 -0.188 0.009
H -9.153 -5.576 0.642 0.075 -0.002 -0.112
H -8.181 -5.914 2.041 0.253 0.039 -0.025
H -7.155 -7.475 -1.544 -0.008 -0.167 -0.243
H -7.174 -5.733 -1.875 -0.004 -0.016 -0.026
H -8.650 -6.555 -1.380 0.111 0.046 0.297
H -6.960 -4.931 3.356 -0.224 0.160 -0.039
H -5.534 -5.543 4.186 0.035 0.099 -0.163
H -6.516 -6.658 3.295 -0.115 0.075 -0.202
H -5.456 -3.240 2.206 0.005 0.039 -0.090
H -3.919 -3.859 1.549 -0.328 -0.011 0.126
H -4.227 -3.945 3.270 -0.158 -0.354 -0.001
H -6.881 -8.443 2.191 -0.060 0.201 0.017
H -5.811 -9.576 1.383 0.265 0.291 -0.002
H -7.001 -8.752 0.441 -0.115 0.207 0.166
H -4.072 -7.714 2.703 -0.038 -0.007 -0.104
H -3.287 -7.172 1.207 0.003 -0.078 0.272
H -3.721 -8.862 1.393 -0.151 0.114 -0.078
```
Forces are in eV/Å.

Calculated values
2S+1: 1
LUMO (eV): 0.008
Total charge: -1

Atomic partial charges in e from the Löwdin method, atoms 1 to 99: number 1, C, carries -0.108; number 2, C, carries -0.254; number 3, O, carries -0.167; number 4, C, carries -0.094; number 5, C, carries -0.241; number 6, P, carries 0.851; number 7, C, carries -0.318; number 8, O, carries -0.392; number 9, C, carries -0.050; number 10, C, carries 0.011; number 11, C, carries -0.009; number 12, C, carries 0.060; number 13, C, carries -0.194; number 14, O, carries -0.011; number 15, C, carries 0.013; number 16, C, carries 0.015; number 17, C, carries -0.060; number 18, C, carries -0.162; number 19, C, carries -0.198; number 20, C, carries -0.216; number 21, C, carries -0.208; number 22, C, carries -0.293; number 23, N, carries -0.065; number 24, C, carries 0.060; number 25, C, carries 0.004; number 26, C, carries -0.435; number 27, O, carries -0.168; number 28, O, carries -0.228; number 29, C, carries -0.099; number 30, P, carries 0.731; number 31, O, carries -0.393; number 32, O, carries -0.244; number 33, O, carries -0.236; number 34, C, carries -0.186; number 35, O, carries -0.052; number 36, H, carries 0.078; number 37, H, carries 0.103; number 38, H, carries 0.078; number 39, H, carries 0.126; number 40, H, carries 0.106; number 41, H, carries 0.059; number 42, H, carries 0.053; number 43, H, carries 0.056; number 44, H, carries 0.044; number 45, H, carries 0.079; number 46, H, carries 0.089; number 47, H, carries 0.107; number 48, H, carries 0.112; number 49, H, carries 0.110; number 50, H, carries 0.123; number 51, H, carries 0.090; number 52, H, carries 0.114; number 53, H, carries 0.110; number 54, H, carries 0.121; number 55, H, carries 0.110; number 56, H, carries 0.111; number 57, H, carries 0.070; number 58, H, carries 0.032; number 59, H, carries 0.115; number 60, H, carries 0.091; number 61, H, carries 0.065; number 62, O, carries -0.309; number 63, P, carries 0.762; number 64, N, carries -0.370; number 65, C, carries -0.123; number 66, C, carries -0.130; number 67, N, carries -0.316; number 68, C, carries -0.140; number 69, C, carries -0.137; number 70, N, carries -0.303; number 71, C, carries -0.120; number 72, C, carries -0.145; number 73, H, carries 0.074; number 74, H, carries 0.088; number 75, H, carries 0.048; number 76, H, carries 0.067; number 77, H, carries 0.071; number 78, H, carries 0.081; number 79, H, carries 0.081; number 80, H, carries 0.084; number 81, H, carries 0.063; number 82, H, carries 0.084; number 83, H, carries 0.066; number 84, H, carries 0.076; number 85, H, carries 0.075; number 86, H, carries 0.082; number 87, H, carries 0.075; number 88, H, carries 0.082; number 89, H, carries 0.075; number 90, H, carries 0.075; number 91, O, carries -0.314; number 92, P, carries 0.764; number 93, N, carries -0.373; number 94, C, carries -0.130; number 95, C, carries -0.135; number 96, N, carries -0.312; number 97, C, carries -0.145; number 98, C, carries -0.138; number 99, N, carries -0.298



# 4
A molecular structure, C5H14GaO2, computed with ωB97M-V/def2-TZVPD.

```
22
Properties=species:S:1:pos:R:3:forces:R:3
C -1.108 -0.863 2.977 0.011 -0.041 0.014
C -0.898 -1.524 1.615 -0.047 0.087 0.052
C -0.449 -0.545 0.522 0.089 -0.056 0.085
C 1.057 -0.239 0.503 -0.108 0.259 -0.092
Ga 1.706 0.122 -1.402 0.005 -0.067 -0.037
C 0.765 1.831 -2.068 0.034 0.008 -0.078
O 0.197 1.666 -3.400 -0.104 0.023 0.050
O -1.229 1.900 -3.344 0.089 -0.079 -0.091
H -0.158 -0.598 3.446 -0.011 0.066 -0.059
H -1.696 0.052 2.865 0.013 -0.009 0.033
H -1.649 -1.519 3.665 0.063 -0.013 0.019
H -1.827 -2.024 1.318 -0.020 0.048 -0.003
H -0.137 -2.305 1.709 -0.075 -0.082 -0.037
H -1.001 0.394 0.657 -0.069 -0.045 -0.114
H -0.769 -0.947 -0.447 0.058 -0.038 0.001
H 1.263 0.656 1.103 0.061 -0.126 0.137
H 1.617 -1.069 0.950 0.025 0.021 -0.039
H 1.167 -1.107 -2.316 0.026 0.008 0.003
H 3.311 0.320 -1.490 -0.006 -0.024 0.026
H -0.053 2.116 -1.402 0.009 -0.063 0.016
H 1.432 2.701 -2.134 -0.058 0.035 0.051
H -1.542 0.984 -3.327 0.017 0.088 0.062
```
Forces are in eV/Å.

Calculated values
2S+1: 1
LUMO (eV): 3.652
Total charge: -1

The net atomic charges from natural (NBO), expressed in e, are: number 1, C, carries -0.604; number 2, C, carries -0.388; number 3, C, carries -0.402; number 4, C, carries -0.880; number 5, Ga, carries 0.825; number 6, C, carries -0.533; number 7, O, carries -0.318; number 8, O, carries -0.492; number 9, H, carries 0.202; number 10, H, carries 0.192; number 11, H, carries 0.188; number 12, H, carries 0.177; number 13, H, carries 0.189; number 14, H, carries 0.181; number 15, H, carries 0.192; number 16, H, carries 0.188; number 17, H, carries 0.187; number 18, H, carries -0.348; number 19, H, carries -0.345; number 20, H, carries 0.181; number 21, H, carries 0.159; number 22, H, carries 0.451